Model one:
This record from OMol25 describes C4H8N4 in the gas phase. The level of theory is the ωB97M-V functional and the def2-TZVPD basis.

Calculated values
highest occupied orbital energy = -8.06 eV
frontier orbital gap = 9.0 eV
SMILES = [H]/N=C(\N)[C@@H]1CNC=N1
lowest unoccupied orbital energy = 0.93 eV

```
! wB97M-V def2-TZVPD RIJCOSX def2/J DEFGRID3
* xyz 0 1
N -1.28935 -0.25826 -0.37291
N -0.85082 1.97607 1.10230
N 1.57597 1.35247 0.81980
N 0.28771 -1.61991 -1.33218
C -0.21187 -0.28863 0.45737
C 0.79766 -1.39176 -0.04876
C 0.30755 1.23140 0.77621
C -0.92030 -0.91313 -1.47169
H 2.00966 2.29750 1.15944
H -1.48847 -1.04935 -2.48443
H 1.69662 -0.68928 -0.05142
H 0.66240 -2.13779 -2.25052
H -1.91123 1.45112 1.03333
H -0.75634 -0.54569 1.36076
H -0.81949 2.94503 0.93867
H 0.91030 -2.35977 0.36403
*
```

***

Model two:
This record from OMol25 describes C4H8N4 in the gas phase. The level of theory is the ωB97M-V functional and the def2-TZVPD basis.

Calculated values
highest occupied orbital energy = -9.12 eV
frontier orbital gap = 9.5 eV
SMILES = [H]/N=C/C(C)=N\C(N)=N\[H]
lowest unoccupied orbital energy = 0.36 eV

```
! wB97M-V def2-TZVPD RIJCOSX def2/J DEFGRID3
* xyz 0 1
N -0.60567 0.64967 0.94933
N 0.43348 -1.59084 1.42802
N 1.68784 0.35374 1.77735
N 0.16449 -1.25697 -1.37135
C -0.73454 0.72511 -0.30851
C -1.67084 1.55590 -1.11677
C 0.69596 -0.26246 1.26513
C 0.40480 -0.04145 -0.97476
H 1.09398 -2.10864 1.98685
H 1.24447 0.61435 -1.22662
H 2.15836 -0.23377 2.46547
H 1.04023 -1.72164 -1.63344
H -2.22377 0.89697 -1.79028
H -2.35797 2.09730 -0.46389
H -0.22582 -1.94282 0.73949
H -1.10499 2.26555 -1.72603
*
```

***

Stability check: which of them is most stable? model two.